The following is a DFT calculation (ωB97M-V/def2-TZVPD) of a gas-phase ion, C3HBrNO3 (charge -1) at a distorted geometry.

Computed properties:
- Total charge: -1
- ΔE to the lowest compared entry with this formula, charge and spin: 101.8 kcal/mol
- E_tot: -80798.4399 eV
- Gap between HOMO and LUMO (spin up / spin down): 6.909 / 6.766 eV

Last column: natural (NBO) charge in e.
Geometry (Å):
C1 0.91 0.90 0.64  -0.495
C2 -0.20 -1.33 0.54  0.624
C3 0.30 1.14 -0.56  0.548
N1 -1.11 -0.82 -0.23  -0.376
O1 -0.10 -2.33 1.21  -0.635
O2 0.42 2.10 -1.30  -0.669
O3 -0.90 0.43 -0.89  -0.385
Br1 2.74 0.92 0.71  0.019
H1 -2.06 -1.02 -0.12  0.368